Formula: C2H4N2S2
Source: the Open Molecules 2025 dataset
Level of theory: ωB97M-V/def2-TZVPD

Its SMILES is [H]/N=C(/N)C(=S)S. As for the frontier orbital gap: 8.16 eV. The calculation puts the maximum force at 0.030 Eh/bohr.

Geometry as XYZ:
```
10
C2H4N2S2, DFT ωB97M-V/def2-TZVPD
C -0.6568 -0.3056 -0.0143
C 0.9017 -0.1908 0.0295
H -1.0780 1.6620 0.7098
H -2.3170 0.7271 0.1034
H -0.6278 -2.1938 -0.2521
H 2.9188 0.9817 -0.1477
N -1.3392 0.8961 0.0615
N -1.2470 -1.3872 -0.3451
S 1.6284 1.3676 -0.1816
S 1.8169 -1.5572 0.0366
```

=====

Formula: C15H21Cl4N3O
Source: the Open Molecules 2025 dataset
Level of theory: ωB97M-V/def2-TZVPD

As for the frontier orbital gap (alpha / beta): 6.29 / 2.19 eV. The net charge is +1. The calculation puts the maximum force at 0.080 Eh/bohr. As for the spin multiplicity: 2.

Geometry as XYZ:
```
44
C15H21Cl4N3O, DFT ωB97M-V/def2-TZVPD
N 14.9756 -35.7148 9.0109
C 15.9436 -35.1714 8.2645
C 16.5009 -34.1120 8.9501
C 16.0044 -34.1547 10.2541
C 15.0106 -35.1139 10.2644
H 14.2164 -36.2922 8.6786
H 15.9720 -35.4713 7.2273
H 17.2392 -33.4218 8.5693
H 16.3069 -33.5587 11.1024
H 14.3133 -35.4007 11.0377
N 11.7881 -37.8271 3.4758
C 12.2855 -39.0696 3.0715
C 13.4146 -39.2146 3.8242
C 13.5784 -38.1264 4.7322
C 12.4634 -37.2762 4.5521
H 10.9655 -37.4402 3.0356
H 11.7882 -39.5837 2.2624
H 14.1245 -39.9779 3.5418
H 14.4763 -38.0679 5.3295
H 12.1349 -36.3036 4.8877
N 6.5074 -35.3093 6.5657
C 6.1552 -36.7050 6.5383
C 6.6614 -37.2960 7.6304
C 7.1529 -36.2564 8.4306
C 7.2028 -35.0563 7.7304
H 6.3487 -34.6260 5.8391
H 5.5317 -37.0510 5.7272
H 6.4836 -38.3529 7.7639
H 7.5677 -36.2896 9.4272
H 7.4955 -34.0592 8.0245
C 11.0432 -34.8887 7.4559
Cl 10.9808 -34.6152 9.1613
Cl 10.0673 -33.6253 6.5756
Cl 12.7180 -34.9943 6.8688
Cl 10.2587 -36.5518 7.1956
C 14.7940 -33.8732 1.8134
C 14.0871 -34.7317 2.7708
O 12.9766 -34.2510 3.5127
H 15.0244 -32.8967 2.2391
H 14.2141 -33.6117 0.9283
H 15.7370 -34.2901 1.4599
H 14.7990 -35.1588 3.4772
H 13.5974 -35.5939 2.3180
H 13.2250 -33.8478 4.3477
```

=====

Formula: CH5NO3
Source: the Open Molecules 2025 dataset
Level of theory: ωB97M-V/def2-TZVPD

As for the frontier orbital gap: 11.01 eV. The calculation puts the maximum force at 0.095 Eh/bohr.

Geometry as XYZ:
```
10
CH5NO3, DFT ωB97M-V/def2-TZVPD
N -0.8496 -0.2707 1.3137
C -0.0613 -0.4896 0.2377
O 0.5010 -1.5265 -0.0098
H -1.2561 0.6534 1.4386
H -0.8860 -0.9899 2.0348
H -1.3108 0.3930 -1.0167
O 0.6177 0.8054 -0.3448
O 1.9395 0.6949 -0.6916
H 1.8878 0.2220 -1.5533
H -0.5821 0.5080 -1.4086
```

=====

Formula: F2InN2O7S2
Source: the Open Molecules 2025 dataset
Level of theory: ωB97M-V/def2-TZVPD

As for the frontier orbital gap (alpha / beta): 7.14 / 3.32 eV. The net charge is +2. The calculation puts the maximum force at 0.254 Eh/bohr. As for the spin multiplicity: 2.

Geometry as XYZ:
```
14
F2InN2O7S2, DFT ωB97M-V/def2-TZVPD
In -0.6425 1.3717 -0.2246
N 0.5424 -1.1493 -0.8694
S 0.7800 -2.0780 0.2392
O 1.7411 -1.6210 1.2334
O 0.6332 -3.5241 0.1181
F -0.6231 -1.7123 1.0178
S 1.8002 -1.8298 -1.7666
O 1.4117 -3.0687 -2.4422
O 3.1789 -1.5263 -1.5031
F 1.6112 -0.8716 -3.0714
N -2.5836 3.9955 1.7795
O -2.5451 2.8266 1.5434
O -1.7163 4.5621 2.4170
O -3.5880 4.6252 1.5287
```